[1]
{"formula": "C30H86O22", "method": "wB97M-V/def2-TZVPD", "symbols": ["C", "C", "O", "O", "H", "H", "H", "H", "H", "H", "C", "C", "O", "O", "H", "H", "H", "H", "H", "H", "C", "C", "O", "O", "H", "H", "H", "H", "H", "H", "C", "C", "O", "O", "H", "H", "H", "H", "H", "H", "C", "C", "O", "O", "H", "H", "H", "H", "H", "H", "C", "C", "O", "O", "H", "H", "H", "H", "H", "H", "C", "C", "O", "O", "H", "H", "H", "H", "H", "H", "C", "C", "O", "O", "H", "H", "H", "H", "H", "H", "C", "C", "O", "O", "H", "H", "H", "H", "H", "H", "C", "C", "C", "O", "H", "H", "H", "H", "H", "H", "H", "H", "C", "C", "C", "O", "H", "H", "H", "H", "H", "H", "H", "H", "C", "C", "C", "O", "H", "H", "H", "H", "H", "H", "H", "H", "C", "C", "C", "O", "H", "H", "H", "H", "H", "H", "H", "H"], "xyz": [[2.490, 3.867, 0.185], [1.991, 3.632, 1.629], [0.733, 4.239, 1.764], [3.486, 2.947, -0.213], [2.920, 4.834, 0.102], [1.667, 3.556, -0.491], [2.738, 3.797, 2.387], [1.844, 2.550, 1.708], [0.682, 4.842, 2.500], [3.128, 2.052, -0.279], [2.962, -4.521, 1.467], [2.735, -3.077, 0.978], [3.898, -2.377, 0.458], [4.102, -4.542, 2.288], [3.068, -5.211, 0.638], [2.089, -4.847, 2.036], [2.448, -2.490, 1.867], [1.962, -2.903, 0.230], [4.273, -1.932, 1.234], [4.856, -4.257, 1.763], [-1.982, 2.664, -3.809], [-1.901, 2.091, -5.219], [-1.338, 3.055, -6.039], [-2.640, 3.927, -3.818], [-0.944, 2.768, -3.451], [-2.445, 1.992, -3.089], [-2.867, 1.936, -5.681], [-1.277, 1.198, -5.276], [-0.385, 3.147, -5.865], [-2.397, 4.308, -4.673], [4.245, 0.213, -1.404], [5.746, 0.534, -1.188], [6.306, 0.444, -2.435], [3.510, 0.200, -0.185], [4.191, -0.807, -1.773], [3.855, 1.007, -2.049], [6.190, -0.189, -0.490], [5.842, 1.513, -0.716], [7.208, 0.775, -2.345], [3.660, -0.698, 0.167], [-0.755, -1.575, -4.184], [-0.479, -3.063, -4.427], [-1.739, -3.648, -4.742], [-1.698, -1.458, -3.081], [-1.273, -1.163, -5.050], [0.105, -0.956, -3.929], [-0.063, -3.556, -3.548], [0.143, -3.142, -5.299], [-1.969, -3.532, -5.666], [-2.479, -2.000, -3.191], [2.426, 2.960, -4.390], [2.788, 1.753, -5.220], [1.682, 0.818, -5.293], [1.395, 3.687, -5.007], [3.276, 3.602, -4.263], [2.128, 2.576, -3.406], [3.685, 1.227, -4.860], [3.105, 2.063, -6.225], [1.255, 0.984, -6.124], [1.167, 4.369, -4.372], [-1.863, 5.322, -0.886], [-2.178, 3.891, -0.411], [-2.037, 3.756, 1.014], [-0.411, 5.566, -0.730], [-2.524, 6.033, -0.376], [-2.023, 5.328, -1.967], [-1.550, 3.159, -0.894], [-3.226, 3.713, -0.614], [-1.088, 3.628, 1.161], [-0.194, 5.232, 0.142], [-1.096, -2.238, 4.299], [-0.845, -1.555, 5.661], [-0.277, -0.236, 5.543], [0.150, -2.335, 3.640], [-1.768, -1.787, 3.556], [-1.502, -3.230, 4.519], [-0.141, -2.236, 6.204], [-1.806, -1.455, 6.164], [0.632, -0.266, 5.135], [-0.024, -2.758, 2.756], [2.468, 0.216, 3.223], [3.957, 0.398, 3.106], [4.598, -0.896, 2.930], [2.152, -0.639, 4.308], [1.955, -0.167, 2.312], [1.944, 1.160, 3.447], [4.429, 0.869, 3.974], [4.224, 1.006, 2.249], [4.329, -1.566, 3.580], [1.573, -1.328, 3.912], [-0.934, -5.062, -0.605], [-1.424, -4.541, 0.750], [-1.426, -5.557, 1.821], [-0.683, -3.470, 1.265], [-0.932, -4.256, -1.343], [-1.633, -5.842, -0.906], [0.047, -5.488, -0.477], [-2.493, -4.272, 0.780], [-1.805, -5.114, 2.738], [-0.421, -5.960, 1.985], [-2.101, -6.378, 1.579], [-0.675, -2.773, 0.605], [-4.588, -1.982, 0.923], [-5.238, -1.987, -0.413], [-4.550, -3.065, -1.230], [-6.683, -2.218, -0.325], [-5.033, -1.238, 1.567], [-3.526, -1.723, 0.911], [-4.707, -2.930, 1.472], [-5.162, -1.054, -0.939], [-5.236, -3.339, -2.041], [-4.349, -3.948, -0.620], [-3.644, -2.660, -1.689], [-6.758, -3.083, 0.084], [-2.936, 1.415, 3.832], [-2.083, 2.547, 4.229], [-2.791, 3.856, 4.280], [-1.442, 2.295, 5.521], [-3.783, 1.348, 4.506], [-2.388, 0.486, 3.870], [-3.307, 1.534, 2.788], [-1.206, 2.681, 3.565], [-3.598, 3.769, 5.027], [-3.140, 4.179, 3.299], [-2.120, 4.695, 4.547], [-0.963, 1.458, 5.416], [0.529, 0.651, -1.215], [-0.015, -0.336, -0.126], [-1.123, 0.303, 0.652], [-0.489, -1.619, -0.636], [-0.293, 0.964, -1.873], [1.282, 0.111, -1.768], [0.982, 1.566, -0.800], [0.883, -0.603, 0.481], [-1.498, -0.378, 1.434], [-1.950, 0.469, -0.037], [-0.802, 1.291, 1.018], [-1.000, -1.514, -1.492]], "atomic_forces_ev_per_a": [[-0.7, -2.3, 0.2], [0.4, -1.6, -1.4], [-0.4, 0.4, 0.0], [1.2, 0.2, 0.4], [-0.1, 1.0, -0.6], [-0.3, 1.6, 0.4], [0.2, 1.0, 0.4], [-0.2, -0.2, -0.1], [0.1, 0.2, 0.4], [0.0, -0.1, 0.4], [0.1, 1.0, -0.9], [-0.3, 1.1, 0.5], [0.0, -0.9, 0.4], [0.1, -0.2, 0.6], [0.1, -0.2, -0.4], [0.1, 0.2, 0.2], [-0.2, -0.3, -0.1], [-0.2, -0.6, 0.0], [0.5, -0.1, 0.3], [0.0, 0.0, -0.1], [0.4, -0.1, 0.1], [0.0, -0.1, 0.4], [1.0, 1.3, -1.2], [0.1, -0.6, 0.0], [0.0, 0.2, -0.1], [-0.5, 0.0, -0.1], [-0.4, -0.5, 0.3], [-0.3, -0.4, 0.4], [-0.2, 0.0, 0.2], [0.0, 0.1, 0.0], [1.0, 0.1, 0.9], [-1.7, -0.4, 1.6], [1.4, 0.3, -1.3], [0.1, 0.3, 0.0], [-0.1, 0.1, -0.9], [-0.2, -0.5, -0.2], [-0.1, -0.1, 0.0], [0.0, 0.3, -0.1], [-0.1, -0.1, -0.4], [-0.4, 0.2, -0.1], [-1.0, -0.6, 0.9], [-0.8, 1.2, -0.6], [-0.3, -0.7, 0.7], [0.9, 0.8, 0.3], [0.3, 0.1, -0.3], [0.0, -0.2, 0.0], [-0.1, 0.0, -0.2], [0.9, -0.2, -0.2], [0.2, 0.1, -0.1], [-0.1, -0.4, -0.6], [0.3, -1.2, 0.4], [0.2, -0.3, -0.7], [0.9, 0.4, 0.5], [-0.5, 0.1, -0.1], [0.7, 0.2, 0.1], [-0.1, 0.2, 0.1], [-0.5, 0.1, 0.5], [-0.4, 0.1, 0.0], [-0.4, 0.0, -0.5], [-0.3, 0.3, -0.1], [1.5, -1.4, -0.4], [-0.5, 1.3, 0.8], [0.4, 0.0, -0.5], [-1.8, 0.2, -0.2], [0.4, 0.1, 0.1], [-0.2, 0.3, 0.2], [0.2, -0.2, -0.5], [-0.3, -0.3, -0.2], [-0.2, 0.1, 0.4], [0.3, 0.0, 0.4], [0.1, 0.1, 0.2], [0.5, 0.3, -1.2], [0.3, -0.6, -0.2], [0.6, -0.7, -1.1], [-0.3, 0.5, 0.8], [0.0, -0.1, 0.0], [-0.6, 0.6, -0.1], [0.2, 0.0, 0.3], [-0.8, -0.3, 0.5], [0.1, 0.2, 0.8], [-1.2, 0.9, 0.2], [0.5, -1.1, 0.2], [0.0, 0.0, -0.8], [0.0, -0.8, -0.3], [0.8, 0.2, 0.2], [0.5, 0.2, -0.3], [-0.5, 0.0, 0.2], [-0.1, -0.1, -0.3], [-0.3, 0.7, 0.1], [0.1, -0.1, 0.6], [-1.0, 0.6, 0.7], [-1.0, -0.2, 0.2], [0.4, -1.4, 0.6], [0.6, 0.2, 0.4], [0.1, -0.2, 0.0], [0.1, 0.0, -0.3], [0.5, -0.1, -0.1], [0.1, 0.5, -1.0], [0.1, 0.1, 0.2], [-0.1, 0.0, 0.2], [0.1, -0.1, -0.1], [0.1, 0.7, -0.7], [0.1, 0.7, 1.6], [-0.7, -1.1, -0.3], [-0.9, 0.1, -1.0], [1.3, 0.2, 0.0], [-0.3, 0.4, 0.2], [0.0, -0.2, -0.4], [0.1, 0.1, -0.4], [0.1, 0.6, 0.0], [0.3, -0.1, 0.0], [0.2, 0.0, -0.2], [0.1, -0.3, 0.3], [-0.3, -0.2, 0.1], [-0.9, -0.5, -1.2], [2.7, 0.7, 0.6], [-0.1, 1.0, 0.5], [-0.8, 0.4, -0.6], [-0.3, -0.1, 0.1], [0.2, -0.4, 0.1], [0.2, 0.0, 0.7], [-0.5, -0.3, -0.4], [0.1, 0.4, -0.4], [-0.4, -0.5, 0.0], [-0.1, -0.6, 0.4], [-0.1, -0.1, 0.3], [-0.8, -0.8, 0.3], [1.0, 0.1, -0.5], [-0.1, 0.1, 0.3], [0.2, 1.0, -0.9], [0.2, -0.1, 0.0], [0.3, 0.1, -0.4], [-0.2, -0.5, 0.2], [-0.8, 0.1, -0.1], [0.3, 0.5, 0.0], [-0.2, 0.1, -0.1], [-0.3, -0.4, 0.3], [0.5, 0.1, 0.8]], "gap_ev": 9.445, "homo_energy_ha": -0.33903, "relative_energy_kcal_mol": 0.0, "spin_multiplicity": 1}

[2]
{"formula": "C52H52N5O2PW", "method": "wB97M-V/def2-TZVPD", "symbols": ["W", "C", "C", "C", "C", "C", "C", "C", "C", "C", "C", "C", "C", "N", "C", "C", "N", "C", "C", "C", "C", "C", "C", "C", "C", "C", "C", "C", "C", "C", "C", "C", "C", "C", "C", "C", "C", "C", "C", "H", "H", "H", "H", "H", "H", "H", "H", "H", "H", "H", "H", "H", "H", "H", "H", "H", "H", "H", "H", "H", "H", "H", "H", "H", "H", "H", "H", "H", "H", "H", "H", "H", "H", "H", "H", "H", "H", "H", "H", "O", "C", "O", "C", "P", "C", "C", "C", "C", "C", "C", "C", "C", "C", "C", "C", "C", "H", "H", "H", "H", "H", "H", "H", "H", "H", "H", "H", "H", "N", "C", "N", "C", "N"], "xyz": [[0.355, -1.538, 0.037], [-1.096, -1.284, 4.195], [-0.863, -0.040, 3.338], [-1.812, 1.095, 3.734], [0.580, 0.426, 3.392], [1.142, 0.673, 4.637], [2.441, 1.127, 4.755], [3.181, 1.353, 3.611], [2.672, 1.129, 2.331], [3.680, 1.388, 1.212], [3.149, 1.968, -0.089], [4.522, 0.136, 0.940], [1.359, 0.640, 2.242], [0.693, 0.362, 0.976], [0.080, 1.416, 0.456], [-0.802, 1.154, -0.618], [-0.956, -0.108, -0.953], [-2.168, -0.417, -1.687], [-2.097, -0.791, -3.031], [-3.285, -1.011, -3.722], [-4.509, -0.866, -3.099], [-4.558, -0.506, -1.763], [-3.402, -0.276, -1.026], [-3.564, 0.086, 0.445], [-4.451, -0.939, 1.164], [-4.170, 1.480, 0.652], [-0.786, -0.877, -3.784], [-0.666, -2.154, -4.616], [-0.617, 0.356, -4.677], [-1.412, 2.416, -1.057], [-2.283, 2.796, -2.041], [-2.641, 4.166, -2.126], [-2.161, 5.106, -1.248], [-1.258, 4.733, -0.218], [-0.699, 5.574, 0.781], [0.140, 5.049, 1.729], [0.500, 3.675, 1.757], [-0.011, 2.845, 0.795], [-0.897, 3.393, -0.170], [-2.124, -1.634, 4.076], [-0.943, -1.082, 5.257], [-0.426, -2.097, 3.907], [-1.099, -0.315, 2.315], [-1.635, 1.415, 4.764], [-2.849, 0.759, 3.662], [-1.688, 1.965, 3.085], [0.547, 0.503, 5.526], [2.874, 1.312, 5.730], [4.198, 1.720, 3.699], [4.359, 2.137, 1.629], [2.478, 1.272, -0.579], [3.981, 2.153, -0.772], [2.621, 2.909, 0.064], [3.914, -0.660, 0.506], [4.972, -0.247, 1.858], [5.324, 0.372, 0.237], [-3.244, -1.296, -4.765], [-5.425, -1.041, -3.648], [-5.519, -0.407, -1.274], [-2.582, 0.064, 0.914], [-5.507, -0.748, 0.957], [-4.314, -0.862, 2.245], [-4.236, -1.962, 0.866], [-5.119, 1.567, 0.118], [-3.519, 2.284, 0.315], [-4.371, 1.634, 1.714], [0.018, -0.877, -3.049], [-1.320, -2.121, -5.490], [-0.922, -3.042, -4.038], [0.356, -2.263, -4.985], [-1.431, 0.407, -5.405], [0.328, 0.311, -5.223], [-0.629, 1.281, -4.095], [-2.719, 2.078, -2.724], [-3.332, 4.472, -2.901], [-2.475, 6.139, -1.336], [-0.947, 6.629, 0.797], [0.548, 5.700, 2.491], [1.165, 3.313, 2.529], [0.312, -4.747, -2.512], [0.659, -3.735, -1.976], [-0.142, -3.050, -1.142], [2.071, -3.165, -2.164], [2.125, -1.486, -1.445], [2.682, -0.382, -2.764], [3.768, -0.746, -3.561], [4.234, 0.113, -4.544], [3.628, 1.348, -4.733], [2.548, 1.718, -3.943], [2.077, 0.858, -2.965], [1.369, -2.580, 1.612], [2.450, -2.244, 2.438], [3.020, -3.152, 3.315], [2.538, -4.451, 3.392], [1.495, -4.834, 2.566], [0.922, -3.917, 1.694], [2.327, -3.206, -3.222], [2.743, -3.838, -1.628], [4.255, -1.703, -3.411], [5.075, -0.180, -5.158], [3.997, 2.021, -5.497], [2.066, 2.675, -4.093], [1.225, 1.146, -2.361], [2.865, -1.250, 2.411], [3.843, -2.838, 3.945], [2.972, -5.157, 4.089], [1.100, -5.840, 2.609], [0.112, -4.272, 1.071], [-1.440, -2.193, 0.922], [-2.051, -3.028, 1.478], [-2.806, -3.881, 2.023], [-2.457, -4.472, 3.164], [-2.223, -5.012, 4.158]], "atomic_forces_ev_per_a": [[0.1, 0.2, -0.3], [0.0, 0.0, 0.0], [0.0, 0.0, 0.0], [0.0, 0.0, 0.0], [0.0, 0.0, 0.0], [0.0, 0.0, 0.0], [0.0, 0.0, 0.0], [0.0, 0.0, 0.0], [0.0, 0.0, 0.0], [0.0, 0.0, 0.0], [0.0, 0.0, 0.0], [0.0, 0.0, 0.0], [0.1, 0.0, 0.1], [-0.3, 0.1, -0.1], [0.2, -0.1, 0.2], [-0.1, -0.2, -0.1], [0.2, 0.1, 0.2], [0.0, 0.0, -0.1], [0.0, 0.0, 0.0], [0.0, 0.0, 0.0], [0.0, 0.0, 0.0], [0.0, 0.0, 0.0], [0.0, 0.0, 0.0], [0.0, 0.0, 0.0], [0.0, 0.0, 0.0], [0.0, 0.0, 0.0], [0.0, 0.0, 0.0], [0.0, 0.0, 0.0], [0.0, 0.0, 0.0], [0.0, 0.0, 0.0], [0.0, 0.0, 0.0], [0.0, 0.0, 0.0], [0.0, 0.0, 0.0], [0.0, 0.0, 0.0], [0.0, 0.0, 0.0], [0.0, 0.0, 0.0], [0.0, 0.0, 0.0], [0.0, 0.1, 0.0], [0.0, 0.0, 0.0], [0.0, 0.0, 0.0], [0.0, 0.0, 0.0], [0.0, 0.0, 0.0], [0.0, 0.0, 0.0], [0.0, 0.0, 0.0], [0.0, 0.0, 0.0], [0.0, 0.0, 0.0], [0.0, 0.0, 0.0], [0.0, 0.0, 0.0], [0.0, 0.0, 0.0], [0.0, 0.0, 0.0], [0.0, 0.0, 0.0], [0.0, 0.0, 0.0], [0.0, 0.0, 0.0], [0.0, 0.0, 0.0], [0.0, 0.0, 0.0], [0.0, 0.0, 0.0], [0.0, 0.0, 0.0], [0.0, 0.0, 0.0], [0.0, 0.0, 0.0], [0.0, 0.0, 0.0], [0.0, 0.0, 0.0], [0.0, 0.0, 0.0], [0.0, 0.0, 0.0], [0.0, 0.0, 0.0], [0.0, 0.0, 0.0], [0.0, 0.0, 0.0], [0.0, 0.0, 0.0], [0.0, 0.0, 0.0], [0.0, 0.0, 0.0], [0.0, 0.0, 0.0], [0.0, 0.0, 0.0], [0.0, 0.0, 0.0], [0.0, 0.0, 0.0], [0.0, 0.0, 0.0], [0.0, 0.0, 0.0], [0.0, 0.0, 0.0], [0.0, 0.0, 0.0], [0.0, 0.0, 0.0], [0.0, 0.0, 0.0], [-0.1, 0.0, 0.0], [0.1, 0.1, 0.0], [0.0, 0.0, 0.1], [0.0, 0.0, 0.0], [-0.3, -0.1, 0.1], [0.0, 0.0, 0.0], [0.0, 0.0, 0.0], [0.0, 0.0, 0.0], [0.0, 0.0, 0.0], [0.0, 0.0, 0.0], [0.0, 0.0, 0.0], [0.1, -0.1, 0.0], [0.0, 0.0, 0.0], [0.0, 0.0, 0.0], [0.0, 0.0, 0.0], [0.0, 0.0, 0.0], [0.0, 0.0, 0.0], [0.0, 0.0, 0.0], [0.0, 0.0, 0.0], [0.0, 0.0, 0.0], [0.0, 0.0, 0.0], [0.0, 0.0, 0.0], [0.0, 0.0, 0.0], [0.0, 0.0, 0.0], [0.0, 0.0, 0.0], [0.0, 0.0, 0.0], [0.0, 0.0, 0.0], [0.0, 0.0, 0.0], [0.0, 0.0, 0.0], [0.0, 0.0, 0.0], [0.0, 0.0, 0.0], [0.1, -0.1, 0.0], [-0.1, 0.1, 0.0], [0.0, 0.0, 0.0]], "gap_ev": [5.998, 6.009], "homo_energy_ha": [-0.27709, -0.27802], "relative_energy_kcal_mol": 21.4, "spin_multiplicity": 1}